1) An isolated molecule of C5H7OP. Source: the OMol25 dataset; level of theory: the ωB97M-V functional and the def2-TZVPD basis.

Summary:
orbital gap: 10.088 eV

Geometry (Å):
1 C -0.0374 -1.5664 -1.4252
2 C -0.4552 -0.4902 -0.4969
3 C 0.3580 0.8006 -0.5553
4 C 0.4931 1.5007 0.5659
5 C -0.0429 0.7384 1.7999
6 P -0.9545 -0.8016 1.1832
7 O -1.7740 -0.1742 -0.1059
8 H 0.4782 -2.3244 -0.9861
9 H 0.6178 -0.9779 -2.0349
10 H -0.9205 -1.9560 -1.9154
11 H 0.9591 0.9976 -1.3882
12 H 0.8750 2.4983 0.7209
13 H 0.8990 0.3446 2.1529
14 H -0.4956 1.4105 2.4850

---

2) An isolated molecule of C5H7OP. Source: the OMol25 dataset; level of theory: the ωB97M-V functional and the def2-TZVPD basis.

Summary:
orbital gap (spin up / spin down): 7.409 / 7.711 eV

Geometry (Å):
1 C -0.3725 -0.6391 0.2699
2 C 0.6347 -1.2443 0.8727
3 C 0.0882 0.3271 -0.7905
4 C 1.1614 1.3221 -0.2579
5 C -1.8052 -0.9564 0.4452
6 O 1.9025 -0.8972 0.7025
7 P 2.7586 0.5902 0.2941
8 H 0.5015 -0.2334 -1.6464
9 H -0.8678 0.8755 -1.0630
10 H 1.4624 2.2082 -0.9461
11 H 0.8753 1.7598 0.6528
12 H -2.4151 -0.1919 -0.0407
13 H -1.9582 -1.0365 1.5540
14 H -1.9658 -1.8839 -0.0466

---

1) is preferred energetically. Next in line: 2.289 eV higher.

---

1) An isolated ion of composition C3H9N2 and charge +1. Source: the OMol25 dataset; level of theory: the ωB97M-V functional and the def2-TZVPD basis.

Summary:
orbital gap: 9.495 eV
net charge: +1

Geometry (Å):
1 C -0.3131 0.7886 1.5718
2 N -0.2573 0.3848 0.3764
3 C -0.1387 1.3187 -0.7555
4 C -0.0882 -1.0853 0.1124
5 N 0.6814 -1.2909 -1.0959
6 H -0.3061 0.0971 2.4018
7 H -0.4129 1.8435 1.7882
8 H 0.8178 1.1472 -1.2265
9 H -0.9739 1.1370 -1.4199
10 H -0.1910 2.3259 -0.3652
11 H -1.1020 -1.4766 0.0461
12 H 0.4498 -1.5086 0.9695
13 H 1.5937 -0.8712 -1.0182
14 H 0.7132 -2.2745 -1.3158

---

2) An isolated ion of composition C3H9N2 and charge +1. Source: the OMol25 dataset; level of theory: the ωB97M-V functional and the def2-TZVPD basis.

Summary:
orbital gap: 9.352 eV
net charge: +1

Geometry (Å):
1 C -0.1722 1.8314 -0.0702
2 N -0.1683 0.5792 0.0950
3 C -1.3829 -0.1805 0.4140
4 C 1.1200 -0.2273 -0.1879
5 N 0.8409 -1.6007 -0.3227
6 H 0.7650 2.3483 -0.2378
7 H -1.1097 2.3605 -0.2307
8 H -1.2047 -0.8624 1.2329
9 H -2.2001 0.5156 0.5736
10 H -1.6425 -0.7644 -0.4718
11 H 1.7411 -0.0659 0.6979
12 H 1.4944 0.2388 -1.0851
13 H 1.4226 -2.1490 -0.9284
14 H 0.4963 -2.0235 0.5213

---

3) An isolated ion of composition C3H9N2 and charge +1. Source: the OMol25 dataset; level of theory: the ωB97M-V functional and the def2-TZVPD basis.

Summary:
orbital gap: 10.894 eV
net charge: +1

Geometry (Å):
1 C -1.5784 0.6842 -1.2931
2 C -1.0191 -0.4352 -0.4041
3 N 0.0913 0.0331 0.4878
4 C 1.2826 -0.6233 0.6135
5 N 2.2454 -0.0588 1.4031
6 H -0.7579 1.1585 -1.7699
7 H -2.2189 0.4032 -2.1385
8 H -2.1054 1.4039 -0.6684
9 H -1.9311 -0.9256 0.1323
10 H -0.5209 -1.2896 -1.0230
11 H -0.2361 0.7384 1.2068
12 H 1.5805 -1.5906 0.0634
13 H 1.9476 0.6784 2.0365
14 H 3.2204 -0.1765 1.3537

---

3) is preferred energetically. Next in line: 0.508 eV higher.

---

1) A 2-piece molecular cluster, C3H9N2 overall. Source: the OMol25 dataset; level of theory: the ωB97M-V functional and the def2-TZVPD basis.

Summary:
orbital gap: 10.131 eV
net charge: +1

Geometry (Å):
1 C -1.4854 -0.3256 -0.6276
2 C -0.2725 -0.7401 0.0869
3 C 0.5406 0.1443 1.1511
4 N 1.3077 1.2058 0.5716
5 N -0.1962 -0.2994 -1.3023
6 H -2.2112 -0.9847 -1.1109
7 H -1.9368 0.5833 -0.1758
8 H -0.1110 -2.4068 0.1447
9 H -0.2649 0.5353 1.6559
10 H 1.0890 -0.4038 1.8697
11 H 0.9881 2.0802 0.9585
12 H 2.2755 1.0667 0.3247
13 H -0.0790 -0.9695 -2.0743
14 H 0.3560 0.5141 -1.4722

---

2) A 2-piece molecular cluster, C3H9N2 overall. Source: the OMol25 dataset; level of theory: the ωB97M-V functional and the def2-TZVPD basis.

Summary:
orbital gap: 10.309 eV
net charge: +1

Geometry (Å):
1 C -1.4647 0.4157 -0.2891
2 C -1.9363 -0.6380 0.6902
3 C -0.7153 -0.2609 0.8265
4 N 1.4661 0.0810 -1.1814
5 N 0.6784 -0.0931 1.2953
6 H -1.2335 0.0502 -1.2797
7 H -1.7663 1.4374 -0.1316
8 H -2.6733 -1.2672 0.9702
9 H 2.2379 -0.5157 -1.5871
10 H 0.5236 -0.3218 -1.5380
11 H 1.6677 1.0855 -1.4573
12 H 1.0292 0.8098 1.6758
13 H 1.1983 0.0538 -0.0021
14 H 0.9881 -0.8368 2.0084

---

3) A 2-piece molecular cluster, C3H9N2 overall. Source: the OMol25 dataset; level of theory: the ωB97M-V functional and the def2-TZVPD basis.

Summary:
orbital gap: 4.969 eV
net charge: +1

Geometry (Å):
1 C -0.5659 -1.0861 -1.4425
2 C -0.8402 -0.4565 -0.2332
3 C -1.4162 0.9428 -0.2463
4 N -1.9957 1.3091 1.0299
5 N -0.5780 -0.9842 0.9413
6 H 0.1157 -1.9239 -1.6224
7 H -0.7704 -0.7593 -2.4621
8 H -2.1503 0.9731 -1.0545
9 H 21.9012 0.5410 -0.1940
10 H -2.9485 1.6495 0.9328
11 H -0.5921 1.6590 -0.3901
12 H -0.1792 -1.9190 0.7775
13 H -1.8852 0.6093 1.7393
14 H 21.4094 0.0486 -0.5113

---

2) is preferred energetically. Next in line: 0.677 eV higher.

---

1) An isolated ion of composition C3H9N2 and charge +1. Source: the OMol25 dataset; level of theory: the ωB97M-V functional and the def2-TZVPD basis.

Summary:
orbital gap: 8.907 eV
net charge: +1

Geometry (Å):
1 C 0.1750 0.8463 -1.2623
2 C -0.4022 0.0645 -0.0263
3 N -1.6771 -0.5839 -0.2595
4 C 0.3080 -0.2758 1.0755
5 N 1.6804 -0.1935 1.2115
6 H -0.4023 1.3260 -2.0555
7 H 0.7900 1.7815 -0.8678
8 H 1.1419 0.2654 -1.6322
9 H -1.4053 -1.5567 -0.7237
10 H -2.1729 -0.7218 0.6854
11 H -2.2798 -0.2903 -1.0414
12 H -0.1439 -0.6374 1.9771
13 H 2.2814 0.5534 0.7151
14 H 2.1069 -0.5776 2.2039

---

2) An isolated ion of composition C3H9N2 and charge +1. Source: the OMol25 dataset; level of theory: the ωB97M-V functional and the def2-TZVPD basis.

Summary:
orbital gap: 12.104 eV
net charge: +1

Geometry (Å):
1 N 0.6795 -0.7312 -1.2135
2 C 1.1514 0.2709 -0.4170
3 N -0.0080 0.6625 0.6380
4 C -1.3984 0.3459 0.2129
5 C -0.7664 -0.4684 1.1728
6 H 1.1971 -1.5800 -1.2286
7 H 0.5108 -0.5883 -2.1421
8 H 1.4216 1.0982 -0.9300
9 H 2.0682 -0.1064 0.1448
10 H 0.2085 1.5549 1.1997
11 H -1.5088 0.1035 -0.8766
12 H -2.1291 1.1340 0.4579
13 H -1.1471 -0.3020 2.1578
14 H -0.2793 -1.3935 0.8238

---

3) A 2-piece molecular cluster, C3H9N2 overall. Source: the OMol25 dataset; level of theory: the ωB97M-V functional and the def2-TZVPD basis.

Summary:
orbital gap: 9.691 eV
net charge: +1

Geometry (Å):
1 C 0.8649 -0.8667 -0.0569
2 C 0.2566 0.4880 -0.4754
3 C -0.3932 -0.3332 0.4738
4 N -0.3917 0.4613 -2.4864
5 N -0.6473 0.1640 1.8254
6 H 0.9157 -1.7628 -0.6033
7 H 1.7677 -0.7533 0.5421
8 H 0.5915 1.3866 -0.1743
9 H -1.3049 -0.8068 0.0524
10 H 0.2928 -0.1649 -2.7948
11 H 0.2095 1.3832 -2.5731
12 H -1.0661 -0.7008 2.2977
13 H -1.3565 0.8145 1.7437
14 H 0.2610 0.6909 2.2290

---

2) is preferred energetically. Next in line: 0.415 eV higher.

---

1) An isolated ion of composition C3H9N2 and charge +1. Source: the OMol25 dataset; level of theory: the ωB97M-V functional and the def2-TZVPD basis.

Summary:
orbital gap: 10.894 eV
net charge: +1

Geometry (Å):
1 C 1.4708 0.8070 -0.2759
2 C 0.4291 0.0010 0.4422
3 N 0.0925 -1.3366 0.0322
4 C -1.1856 0.7952 0.3977
5 N -1.8959 -0.0160 -0.2487
6 H 1.1142 0.7722 -1.3820
7 H 1.5891 1.6999 0.2227
8 H 2.4960 0.4163 -0.1005
9 H 0.7263 -0.1276 1.4102
10 H 0.0301 -2.1260 0.6223
11 H 0.6066 -1.6054 -0.8185
12 H -1.3403 1.7884 0.8493
13 H -2.8527 -0.2019 -0.5053
14 H -1.2801 -0.8663 -0.6458

---

2) A 2-piece molecular cluster, C3H9N2 overall. Source: the OMol25 dataset; level of theory: the ωB97M-V functional and the def2-TZVPD basis.

Summary:
orbital gap: 7.936 eV
net charge: +1

Geometry (Å):
1 C 0.8217 -0.0451 0.6352
2 C 0.6818 -0.5104 -0.6353
3 C 1.2230 1.9528 1.9239
4 N 1.0960 1.3357 0.7888
5 H 0.6750 -0.5801 1.5898
6 H 0.7508 0.1599 -1.4978
7 H 0.3817 -1.5238 -0.8022
8 H 1.4210 3.0106 1.8977
9 H 1.1450 1.3808 2.8499
10 H 1.1959 1.8856 -0.0711
11 N -2.0773 -1.8902 -1.5375
12 H -2.8603 -2.5570 -1.5728
13 H -1.9646 -1.5572 -2.5084
14 H -2.4896 -1.0617 -1.0602

---

2) is preferred energetically. Next in line: 0.513 eV higher.

---

1) CH4INOS as an isolated structure. Source: the OMol25 dataset; level of theory: the ωB97M-V functional and the def2-TZVPD basis.

Summary:
orbital gap (spin up / spin down): 6.625 / 6.630 eV

Geometry (Å):
1 C -0.4691 0.3267 0.5930
2 N -1.5773 -0.4316 0.1997
3 O 1.6359 -0.4819 -1.9034
4 S 1.5460 -0.1303 -0.3816
5 I 3.5288 1.2997 0.0143
6 H -0.3432 0.1009 1.7090
7 H -0.7256 1.2143 0.1193
8 H -2.0192 -1.5503 0.5690
9 H -1.5764 -0.3475 -0.9193

---

2) An isolated molecule of CH4INOS. Source: the OMol25 dataset; level of theory: the ωB97M-V functional and the def2-TZVPD basis.

Summary:
orbital gap: 8.461 eV

Geometry (Å):
1 C -0.9649 -0.7468 0.0616
2 S 0.6548 0.1564 -0.1520
3 N 0.5005 1.1399 1.0073
4 O 1.9897 -0.6167 -0.3596
5 I 0.1454 1.2979 -2.3440
6 H -1.5810 -0.1950 -0.6268
7 H -1.0519 -1.8649 -0.1062
8 H -1.1524 -0.5258 1.0531
9 H 1.4597 1.3550 1.4665

---

2) is preferred energetically. Next in line: 1.696 eV higher.